{
  "formula": "C33H36Cl5FI2N7OSTl",
  "method": "ωB97M-V/def2-TZVPD",
  "elements": ["H", "C", "C", "C", "Cl", "H", "C", "C", "N", "H", "C", "Cl", "H", "H", "H", "H", "H", "C", "O", "S", "Cl", "H", "C", "H", "N", "H", "C", "H", "H", "C", "H", "Cl", "C", "C", "H", "H", "N", "H", "C", "H", "H", "C", "C", "H", "H", "C", "C", "C", "H", "F", "C", "C", "H", "I", "C", "H", "H", "Cl", "Tl", "H", "C", "H", "N", "C", "H", "C", "C", "I", "C", "N", "C", "H", "H", "H", "C", "C", "C", "C", "N", "H", "H", "N", "C", "H", "H", "C", "H"],
  "coordinates": [[3.276380, -2.967291, 4.385566], [-3.296051, 4.906917, 1.938731], [-3.325683, 3.952017, -1.913469], [4.556416, -0.377871, 1.755124], [7.010602, -1.150916, 2.729056], [0.908402, -2.977530, -4.595252], [2.926544, 1.371229, -2.571044], [-1.192041, 4.658408, 0.863797], [-2.324334, 0.389932, 1.001543], [-4.131496, 3.119129, 2.774599], [3.674512, 0.503538, 4.181059], [5.211265, -0.971028, 0.204566], [-0.468906, 2.447015, -2.911420], [-0.257906, -4.473245, -3.133212], [-4.306185, 0.985925, 0.516852], [-3.905148, 4.861461, -2.020051], [-2.379413, -1.760445, -5.439003], [-1.118314, 3.246141, 1.128498], [-0.152806, 2.543422, 0.736851], [2.273712, 2.009477, -3.998434], [1.252919, 1.202533, 3.234490], [1.249873, -1.670554, 3.847277], [-2.131112, 3.785404, -2.598381], [-2.090144, -2.919625, -1.390365], [2.561221, 1.773108, -1.361118], [-4.642351, 3.070118, -0.458459], [0.934880, -4.144302, 1.560921], [-3.114385, -1.182327, -2.690099], [-1.741136, 4.552740, -3.254566], [-2.334014, -2.238997, -4.457280], [-2.382077, -0.580351, 1.281094], [3.098855, 1.063214, 5.722673], [1.469364, -2.574383, 3.288223], [-2.234232, 5.474053, 1.245113], [3.534637, -3.023121, -1.191454], [2.174766, -3.559534, -0.505152], [2.524916, -2.918199, -1.215474], [4.116358, -0.092686, -1.755435], [-3.744730, 2.952954, -1.053217], [-0.329428, -3.019658, -1.298267], [-2.223669, 6.528569, 1.006045], [3.281898, 0.142321, 1.776750], [-1.156630, -3.852335, -3.157359], [1.002337, -1.651238, -2.677214], [-3.534587, -0.195970, -0.562183], [-3.357333, 0.704356, 0.033504], [2.884458, 0.568698, 3.035655], [0.155054, -1.368963, -3.299821], [-3.254891, 1.099232, 2.770930], [4.032372, -5.162315, 3.191132], [2.906598, -4.440083, 2.879601], [-1.416917, 2.610944, -2.401280], [-1.273020, -2.617231, 1.208496], [0.423721, 5.478671, -0.188498], [2.075349, -4.877031, 1.874278], [-2.025137, -4.516503, -3.130150], [0.272888, -4.505817, 0.778305], [5.972097, -0.128275, 5.488714], [0.375547, -0.024508, 0.235820], [2.351535, -2.001673, -0.808659], [2.609337, -3.293997, 3.595339], [-0.966470, -1.510490, 2.644600], [-1.061496, -1.480748, -2.489489], [-0.542820, -2.153247, 1.873392], [2.320201, -5.789070, 1.340239], [4.958064, -0.031679, 4.088636], [-3.295157, 3.551836, 2.236330], [-4.915677, 6.108675, 2.528447], [-2.954754, 1.815791, -0.908517], [-1.171340, -3.133863, -4.438662], [-2.219991, -1.183311, -3.320680], [2.896753, 1.343385, -0.501874], [1.822281, 2.454359, -1.273394], [-2.098290, -0.176000, -3.719772], [-1.168236, -2.844952, -1.974426], [-2.338799, 1.255609, 2.181139], [-2.257994, 2.724080, 1.841616], [5.410775, -0.483894, 2.853471], [-1.822248, 1.641912, -1.585305], [-3.232360, -2.852780, -4.344793], [0.284036, -0.325713, -3.598190], [3.873621, 0.404816, -2.602027], [0.046087, -2.309236, -4.531122], [-1.493984, 0.962410, 2.808308], [-0.007958, -1.740714, -5.463138], [0.583238, -2.947705, 2.239160], [4.006509, -0.052980, -3.484568]],
  "atomic_forces_ev_per_a": [[0.0, 0.0, 0.0], [-0.1, 0.1, 0.0], [0.0, 0.0, 0.0], [-0.1, 0.1, 0.1], [0.0, 0.0, 0.0], [0.0, 0.0, 0.0], [0.0, -0.2, -0.1], [0.1, 0.0, 0.0], [-0.1, 0.1, 0.0], [0.0, 0.0, 0.0], [-0.1, 0.0, 0.0], [0.1, 0.0, 0.0], [-0.1, 0.0, 0.0], [0.0, 0.0, 0.0], [0.0, 0.0, 0.0], [0.0, 0.0, 0.0], [0.0, 0.0, 0.0], [-0.1, 0.2, -0.1], [0.1, -0.1, 0.1], [0.1, 0.0, 0.1], [0.1, 0.0, 0.0], [0.0, 0.0, 0.0], [0.0, 0.0, 0.0], [0.0, 0.0, 0.0], [-0.1, 0.4, 0.2], [0.0, 0.0, 0.0], [0.0, 0.0, 0.0], [0.0, 0.0, 0.0], [0.0, 0.0, 0.0], [0.1, 0.0, 0.0], [0.1, 0.0, 0.0], [0.0, 0.0, 0.0], [0.0, 0.0, 0.0], [0.0, -0.1, 0.0], [0.0, 0.0, 0.0], [0.0, 0.0, 0.0], [0.0, -0.1, 0.1], [0.0, 0.0, 0.0], [0.0, 0.0, -0.1], [0.0, 0.0, 0.0], [0.0, 0.0, 0.0], [0.2, 0.1, 0.1], [0.0, 0.0, 0.0], [0.0, 0.0, 0.0], [0.0, 0.0, 0.0], [0.0, -0.1, -0.1], [0.0, -0.1, 0.0], [-0.1, 0.0, 0.0], [0.0, 0.0, 0.0], [0.0, 0.0, 0.0], [0.0, 0.0, 0.0], [0.0, 0.0, 0.0], [0.0, 0.0, 0.1], [0.0, 0.0, 0.0], [-0.1, 0.0, -0.1], [0.0, 0.0, 0.0], [0.0, 0.0, 0.0], [0.0, 0.0, 0.0], [-0.2, -0.3, -0.1], [0.0, 0.1, 0.0], [-0.1, 0.1, 0.0], [0.1, 0.0, 0.0], [0.0, -0.1, 0.1], [0.0, 0.2, -0.1], [0.0, 0.0, 0.0], [0.0, 0.0, -0.1], [0.1, -0.1, -0.1], [0.0, 0.0, 0.0], [-0.1, 0.1, -0.1], [0.0, 0.1, 0.0], [0.0, -0.1, 0.0], [0.0, -0.1, 0.0], [0.0, 0.0, 0.1], [0.0, 0.0, 0.0], [0.1, 0.0, -0.1], [0.1, 0.1, 0.0], [0.0, 0.1, 0.2], [0.0, 0.0, 0.0], [0.0, 0.0, 0.0], [0.0, 0.0, 0.0], [0.0, 0.0, 0.0], [-0.1, 0.0, -0.1], [-0.1, 0.0, 0.1], [0.1, 0.0, 0.0], [0.0, 0.0, 0.0], [0.0, -0.1, 0.0], [0.0, 0.0, 0.0]],
  "mulliken_charge": [0.442, -0.375, -0.511, 0.755, -0.234, 0.392, 0.479, -0.353, 0.034, 0.388, -0.274, -0.400, 0.185, 0.357, 0.338, 0.371, 0.336, 0.035, -0.148, -0.487, -0.312, 0.323, -0.894, 0.438, -0.074, 0.418, -0.723, 0.332, 0.464, -0.843, 0.154, -0.229, -0.426, -0.350, 0.292, 0.197, -0.510, 0.084, -0.829, -0.244, 0.378, -0.856, -0.912, -0.176, 0.457, -1.246, 0.681, 0.542, 0.355, -0.399, 0.420, -0.173, 0.217, -0.070, -0.305, 0.331, 0.317, -0.235, 0.859, -0.197, -0.568, 0.378, 0.470, -1.723, 0.416, 0.474, -0.629, -0.051, 0.655, -0.278, -0.677, 0.153, -0.082, 0.346, 0.045, -0.858, 0.664, -0.372, 0.486, 0.317, -0.073, -0.271, -0.870, 0.087, 0.292, 0.873, 0.209],
  "lumo_energy_ev": 3.3,
  "e_homo_ev": -1.0,
  "total_energy_ev": -144345.128,
  "charge": -2,
  "relative_energy_kcal_mol": 8.6,
  "homo_lumo_gap_ev": 4.278,
  "multiplicity": 1
}